a | Below is C26H29FN4O5 in the gas phase, with properties calculated with ωB97M-V/def2-TZVPD.

- Multiplicity: 1
- Lowest unoccupied orbital energy: 0.74 eV
- E_HOMO: -8.51 eV
- HOMO-LUMO gap: 9.251 eV
- Structure (SMILES): Cc1cc(NC(=O)CCC(=O)N(Cc2ccc(F)cc2)[C@@H](C(=O)NC2CCCC2)c2ccco2)no1

Last column: natural (NBO) charge in e.
Geometry (Å):
C 2.32 5.20 1.08  -0.66
C 1.24 4.19 1.12  0.34
C 0.79 3.37 2.11  -0.39
C -0.26 2.63 1.49  0.32
N -0.40 3.00 0.24  -0.19
O 0.52 3.96 0.00  -0.28
N -1.04 1.63 2.01  -0.63
C -0.92 1.10 3.26  0.69
O -0.17 1.53 4.11  -0.61
C -1.77 -0.15 3.46  -0.49
H -1.99 -0.24 4.53  0.24
C -0.95 -1.36 3.01  -0.50
C -0.81 -1.39 1.49  0.73
O -1.63 -0.82 0.78  -0.69
N 0.19 -2.11 0.95  -0.41
C 1.39 -2.57 1.62  -0.23
C 2.53 -1.61 1.39  -0.08
C 3.73 -2.04 0.85  -0.18
C 4.75 -1.15 0.57  -0.28
C 4.55 0.19 0.83  0.40
C 3.36 0.66 1.37  -0.29
C 2.36 -0.25 1.65  -0.12
H 1.43 0.11 2.07  0.20
H 3.23 1.71 1.57  0.23
F 5.53 1.07 0.54  -0.33
H 5.69 -1.48 0.15  0.23
H 3.88 -3.09 0.64  0.21
H 1.64 -3.56 1.23  0.21
H 1.20 -2.68 2.69  0.22
C 0.24 -2.19 -0.52  -0.20
C 0.88 -0.98 -1.12  0.32
C 0.51 0.34 -1.18  -0.35
C 1.57 1.01 -1.84  -0.31
C 2.49 0.06 -2.14  0.10
O 2.09 -1.15 -1.71  -0.42
H 3.44 0.11 -2.63  0.21
H 1.62 2.06 -2.06  0.24
H -0.38 0.79 -0.80  0.26
H 0.86 -3.05 -0.77  0.24
C -1.19 -2.54 -1.00  0.72
O -1.75 -3.50 -0.52  -0.64
N -1.66 -1.80 -2.02  -0.62
H -1.18 -0.94 -2.24  0.41
C -3.04 -1.89 -2.46  -0.06
C -3.12 -1.65 -3.98  -0.42
H -2.11 -1.57 -4.39  0.21
H -3.62 -2.47 -4.49  0.22
C -3.88 -0.33 -4.16  -0.40
H -4.93 -0.53 -4.38  0.20
H -3.48 0.27 -4.98  0.21
C -3.78 0.37 -2.81  -0.41
H -4.56 1.12 -2.67  0.21
H -2.81 0.87 -2.72  0.19
C -3.88 -0.78 -1.82  -0.41
H -3.51 -0.54 -0.83  0.23
H -4.92 -1.11 -1.74  0.20
H -3.38 -2.89 -2.17  0.23
H -1.46 -2.28 3.30  0.25
H 0.02 -1.33 3.51  0.23
H -2.69 -0.09 2.89  0.24
H -1.64 1.15 1.35  0.45
H 1.12 3.29 3.13  0.27
H 1.95 6.13 0.65  0.24
H 3.14 4.85 0.45  0.24
H 2.69 5.39 2.08  0.24

b | Below is C26H29FN4O5 in the gas phase, with properties calculated with ωB97M-V/def2-TZVPD.

- Multiplicity: 1
- Lowest unoccupied orbital energy: 0.56 eV
- E_HOMO: -8.41 eV
- HOMO-LUMO gap: 8.970 eV
- Structure (SMILES): Cc1cc(NC(=O)CCC(=O)N(c2ccc(C)c(F)c2)[C@H](C(=O)NC2CCCC2)c2ccco2)no1

Last column: natural (NBO) charge in e.
Geometry (Å):
C 4.26 4.99 -0.79  -0.67
C 3.65 4.06 -1.77  0.36
C 2.91 2.92 -1.62  -0.40
C 2.62 2.54 -2.96  0.31
N 3.15 3.39 -3.81  -0.18
O 3.78 4.34 -3.08  -0.27
N 1.91 1.45 -3.43  -0.60
C 1.23 0.55 -2.68  0.72
O 1.18 0.59 -1.47  -0.65
C 0.56 -0.53 -3.52  -0.49
C -0.24 -1.46 -2.62  -0.50
C -1.29 -0.63 -1.89  0.72
O -1.77 0.37 -2.39  -0.64
N -1.62 -1.05 -0.65  -0.47
C -1.19 -2.27 -0.08  0.16
C -0.37 -2.28 1.05  -0.24
C 0.00 -3.48 1.62  -0.18
C -0.43 -4.70 1.10  -0.07
C -1.25 -4.65 -0.02  0.39
C -1.64 -3.47 -0.61  -0.25
H -2.29 -3.49 -1.47  0.23
F -1.69 -5.82 -0.55  -0.33
C -0.05 -6.01 1.71  -0.63
H 0.37 -6.68 0.96  0.23
H -0.93 -6.50 2.12  0.23
H 0.68 -5.87 2.51  0.22
H 0.63 -3.48 2.49  0.22
H -0.03 -1.35 1.47  0.24
C -2.58 -0.26 0.14  -0.19
C -3.66 -1.13 0.67  0.27
C -3.74 -1.93 1.77  -0.28
C -5.00 -2.56 1.72  -0.30
C -5.59 -2.11 0.58  0.08
O -4.79 -1.25 -0.06  -0.40
H -6.55 -2.32 0.14  0.20
H -5.40 -3.25 2.43  0.23
H -2.99 -2.02 2.54  0.24
H -3.01 0.47 -0.57  0.29
C -1.89 0.54 1.26  0.69
O -2.38 0.67 2.36  -0.62
N -0.72 1.09 0.89  -0.63
H -0.34 0.94 -0.04  0.43
C 0.08 1.90 1.77  -0.06
C 0.32 3.32 1.24  -0.41
H -0.56 3.95 1.34  0.22
C 1.50 3.81 2.06  -0.40
H 2.04 4.62 1.57  0.21
H 1.14 4.17 3.02  0.20
C 2.39 2.56 2.27  -0.41
H 2.76 2.53 3.29  0.21
H 3.25 2.59 1.61  0.20
C 1.50 1.35 1.96  -0.41
H 1.54 0.60 2.74  0.21
H 1.81 0.87 1.02  0.21
H 0.57 3.26 0.18  0.20
H -0.45 1.94 2.73  0.23
H 0.41 -1.95 -1.90  0.24
H -0.74 -2.22 -3.22  0.24
H 1.32 -1.08 -4.07  0.23
H -0.11 -0.04 -4.23  0.25
H 1.88 1.39 -4.44  0.42
H 2.62 2.41 -0.73  0.26
H 4.39 4.49 0.17  0.23
H 5.22 5.34 -1.16  0.24
H 3.62 5.86 -0.65  0.24

Relative to the most stable one, in hartree, the structures come out at a 0.0059; b 0.0000.

a | Below is C18H24N2O3S in the gas phase, with properties calculated with ωB97M-V/def2-TZVPD.

- Multiplicity: 1
- Lowest unoccupied orbital energy: 0.43 eV
- E_HOMO: -7.86 eV
- HOMO-LUMO gap: 8.292 eV
- Structure (SMILES): CCCNC(=S)N1CCC(C(=O)c2ccc3c(c2)OCCO3)CC1

Last column: natural (NBO) charge in e.
Geometry (Å):
C 5.34 1.93 -0.73  -0.61
C 4.11 2.84 -0.76  -0.40
C 3.03 2.37 0.21  -0.23
N 2.51 1.07 -0.15  -0.61
C 2.83 -0.07 0.51  0.31
N 2.55 -1.26 -0.09  -0.44
C 2.47 -2.48 0.69  -0.23
C 1.08 -3.11 0.57  -0.41
H 1.04 -3.84 -0.24  0.21
H 0.83 -3.63 1.49  0.23
C 0.05 -2.01 0.30  -0.32
C -1.37 -2.56 0.32  0.60
O -1.59 -3.75 0.32  -0.55
C -2.48 -1.57 0.28  -0.18
C -2.32 -0.22 0.56  -0.23
C -3.39 0.65 0.50  0.27
C -4.66 0.17 0.12  0.24
C -4.82 -1.19 -0.13  -0.25
C -3.75 -2.04 -0.04  -0.15
H -3.87 -3.10 -0.24  0.24
H -5.81 -1.54 -0.39  0.23
O -5.74 1.00 0.00  -0.48
C -5.41 2.37 -0.01  -0.10
C -4.38 2.67 1.08  -0.10
H -4.12 3.73 1.10  0.20
O -3.19 1.97 0.82  -0.50
H -4.78 2.37 2.06  0.18
H -6.35 2.91 0.17  0.20
H -5.01 2.65 -0.98  0.18
H -1.37 0.21 0.87  0.23
C 0.32 -1.39 -1.09  -0.41
C 1.84 -1.39 -1.34  -0.22
H 2.13 -0.62 -2.06  0.20
H 2.14 -2.35 -1.77  0.21
H -0.18 -1.97 -1.86  0.22
H -0.08 -0.37 -1.12  0.21
H 0.15 -1.25 1.07  0.22
H 2.69 -2.22 1.73  0.25
H 3.24 -3.18 0.35  0.20
S 3.55 -0.02 2.00  -0.30
H 2.13 1.00 -1.08  0.38
H 2.19 3.08 0.21  0.19
H 3.43 2.29 1.22  0.25
H 3.70 2.88 -1.78  0.19
H 4.40 3.86 -0.48  0.21
H 6.11 2.31 -1.40  0.21
H 5.08 0.92 -1.04  0.20
H 5.74 1.89 0.27  0.22

b | Below is a molecular structure, C18H24N2O3S, with properties calculated with ωB97M-V/def2-TZVPD.

- Multiplicity: 1
- Lowest unoccupied orbital energy: 0.32 eV
- E_HOMO: -8.71 eV
- HOMO-LUMO gap: 9.033 eV

Last column: natural (NBO) charge in e.
Geometry (Å):
C -2.80 -3.65 4.33  -0.57
C -2.44 -2.48 3.48  -0.35
H -1.43 -2.34 3.76  0.19
H -2.39 -2.77 2.34  0.18
C -3.34 -1.10 3.44  -0.44
C -2.62 -0.05 2.68  0.04
C -1.55 0.87 3.21  -0.23
C -1.31 1.72 2.30  -0.09
C -1.74 1.85 1.00  -0.51
C -2.69 1.08 0.60  -0.06
C -3.10 -0.18 1.39  -0.26
H -3.91 -0.77 0.87  0.25
H -3.11 1.35 -0.50  0.26
S -0.99 3.08 0.10  2.19
O -2.04 3.49 -1.07  -0.91
O -0.32 4.24 0.89  -0.89
N 0.30 2.58 -0.68  -0.66
C 1.47 2.09 0.15  -0.26
C 2.49 1.67 -0.68  -0.16
N 2.41 0.68 -1.63  -0.50
C 1.16 1.12 -2.63  -0.25
C 0.16 1.30 -1.64  -0.28
H -0.82 1.65 -2.23  0.24
H -0.16 0.42 -1.10  0.22
H 0.80 0.13 -3.38  0.26
H 1.38 2.03 -3.04  0.20
C 3.47 0.52 -2.49  -0.19
C 3.17 -1.05 -3.25  0.42
C 3.12 -1.02 -4.61  -0.44
C 2.84 -2.40 -4.75  -0.25
C 2.90 -3.13 -3.60  -0.04
O 3.12 -2.08 -2.77  -0.38
H 2.89 -4.07 -3.22  0.21
H 2.60 -2.82 -5.80  0.21
H 2.97 -0.22 -5.39  0.24
H 4.28 -0.07 -1.67  0.21
H 3.65 1.12 -3.23  0.18
H 3.64 1.44 0.07  0.20
H 2.93 2.66 -1.24  0.15
H 1.72 2.74 0.82  0.23
H 1.21 1.23 0.87  0.18
H -0.23 2.39 2.83  0.22
H -1.30 0.66 4.14  0.22
H -3.15 -0.83 4.56  0.21
H -4.22 -1.59 3.16  0.23
H -2.93 -3.32 5.38  0.20
H -3.87 -3.81 4.03  0.19
H -2.25 -4.38 4.20  0.19

Relative to the most stable one, in hartree, the structures come out at a 0.0000; b 0.6325.

a | Below is 2 unconnected molecules or ions with the total composition CH4BrP, with properties calculated with ωB97M-V/def2-TZVPD.

- Multiplicity: 1
- Lowest unoccupied orbital energy (spin up / spin down): -0.88 / -0.15 eV
- E_HOMO (spin up / spin down): -8.74 / -8.30 eV
- HOMO-LUMO gap (spin up / spin down): 7.859 / 8.142 eV

Last column: natural (NBO) charge in e.
Geometry (Å):
C -1.24 0.46 -0.25  -0.52
P 1.20 -1.05 -0.24  0.23
Br 2.66 0.47 0.18  -0.21
H -1.52 0.51 0.74  0.18
H -1.94 0.09 -0.97  0.18
H -0.47 1.05 -0.63  0.18
H 1.32 -1.53 1.17  -0.03

b | Below is 2 unconnected molecules or ions with the total composition CH4BrP, with properties calculated with ωB97M-V/def2-TZVPD.

- Multiplicity: 1
- Lowest unoccupied orbital energy (spin up / spin down): -0.72 / -1.06 eV
- E_HOMO (spin up / spin down): -8.31 / -9.98 eV
- HOMO-LUMO gap (spin up / spin down): 7.592 / 8.916 eV

Last column: natural (NBO) charge in e.
Geometry (Å):
C -0.62 -0.35 -0.10  -0.97
P -1.11 1.39 0.45  0.52
Br -1.82 0.74 2.39  -0.22
H -1.61 -0.79 -0.16  0.23
H 0.04 -1.02 0.43  0.24
H -0.34 -0.27 -1.17  0.23
H 1.45 1.24 1.49  -0.03

Relative to the most stable one, in hartree, the structures come out at a 0.0000; b 0.0196.

a | Below is a gas-phase ion, O5S2 (charge -2), with properties calculated with ωB97M-V/def2-TZVPD.

- Multiplicity: 1
- Lowest unoccupied orbital energy: 6.57 eV
- Net charge: -2
- E_HOMO: 0.15 eV
- HOMO-LUMO gap: 6.421 eV
- Structure (SMILES): O=S(=O)=S(=O)([O-])[O-]

Last column: natural (NBO) charge in e.
Geometry (Å):
O -2.14 -1.10 0.53  -1.06
O 1.26 0.10 -1.43  -1.02
O -1.48 1.00 -0.91  -1.03
O 1.43 -1.36 0.54  -1.06
O 1.32 1.10 0.86  -1.07
S -1.25 0.30 0.41  1.21
S 0.86 -0.04 0.01  2.02

b | Below is a gas-phase ion, O5S2 (charge -2), with properties calculated with ωB97M-V/def2-TZVPD.

- Multiplicity: 1
- Lowest unoccupied orbital energy: 6.49 eV
- Net charge: -2
- E_HOMO: 1.07 eV
- HOMO-LUMO gap: 5.420 eV
- Structure (SMILES): O=S1([O-])=S(=O)([O-])O1

Last column: natural (NBO) charge in e.
Geometry (Å):
O 2.40 0.31 0.43  -1.13
O -1.26 0.89 -1.13  -1.07
O 0.13 0.62 0.98  -0.97
O -1.71 -1.02 0.31  -1.04
O 0.70 -1.11 -0.63  -1.06
S 1.10 0.25 -0.27  1.66
S -1.43 0.41 0.29  1.60

Relative to the most stable one, in hartree, the structures come out at a 0.0000; b 0.0083.